1.
DFT (the ωB97M-V functional and the def2-TZVPD basis) results for the molecule C5H9NOS at a distorted geometry.

Positions of all 17 atoms, in Å:
N (1.743, -1.162, -0.277)
C (0.509, -0.518, -0.232)
C (0.429, 0.651, -1.185)
O (-0.600, 1.540, -0.619)
C (-0.491, 1.360, 0.818)
C (-0.074, -0.045, 1.073)
C (-0.820, -1.085, 0.255)
S (-2.429, -0.741, -0.375)
H (2.132, -1.566, 0.535)
H (1.742, -1.820, -1.054)
H (1.497, 1.069, -1.157)
H (0.080, 0.524, -2.203)
H (0.322, 2.051, 1.081)
H (-1.386, 1.606, 1.342)
H (0.229, -0.320, 2.131)
H (-0.760, -2.130, 0.576)
H (-2.123, 0.585, -0.710)

## Properties
- Structure (SMILES): N[C@]12COC[C@H]1[C@H]2S
- Net charge: 0
- 2S+1: 1
- Relative energy (zero: lowest compared OMol25 entry of this formula, charge and spin): 56.3 kcal/mol

natural (NBO) atomic charge list, values in e, 4 entries:
1 N -0.83
2 C 0.07
3 C -0.08
4 O -0.54

2.
DFT (the ωB97M-V functional and the def2-TZVPD basis) results for the molecule C5H9NOS at a distorted geometry.

Positions of all 17 atoms, in Å:
N (-2.170, 1.743, -0.406)
C (-1.259, 1.143, 0.487)
C (-0.309, -0.131, 0.093)
C (-0.272, -0.505, -1.158)
O (0.891, -1.184, -1.547)
C (1.262, -1.773, -0.281)
C (1.016, -0.649, 0.781)
S (2.120, 0.733, 0.659)
H (-1.828, 2.312, -1.140)
H (-2.905, 1.097, -0.818)
H (-1.737, 0.965, 1.446)
H (-0.707, 1.977, 0.804)
H (-0.876, -0.048, -1.991)
H (2.358, -2.096, -0.473)
H (0.818, -2.628, 0.013)
H (1.042, -1.124, 1.734)
H (2.556, 0.166, 1.797)

## Properties
- Structure (SMILES): NCC1=COC[C@H]1S
- Net charge: 0
- 2S+1: 1
- Relative energy (zero: lowest compared OMol25 entry of this formula, charge and spin): 78.6 kcal/mol

natural (NBO) atomic charge list, values in e, 4 entries:
1 N -0.83
2 C -0.23
3 C -0.11
4 C 0.08

3.
DFT (the ωB97M-V functional and the def2-TZVPD basis) results for the molecule C5H9NOS at a distorted geometry.

Positions of all 17 atoms, in Å:
C (2.563, 1.529, -0.104)
C (1.520, 0.504, 0.111)
N (1.727, -0.802, 0.831)
C (1.202, -0.838, -0.690)
C (-0.199, -1.523, -0.868)
O (-0.862, -1.196, 0.480)
C (-1.706, -0.119, 0.787)
S (-2.154, 1.077, -0.286)
H (3.604, 1.113, -0.533)
H (2.179, 2.425, -0.484)
H (2.653, 1.860, 1.020)
H (0.472, 1.223, 0.309)
H (0.794, -1.090, 1.493)
H (2.056, -0.931, -1.411)
H (-0.003, -2.539, -0.901)
H (-0.766, -1.145, -1.740)
H (-1.999, -0.284, 1.755)

## Properties
- Structure (SMILES): C[C@@H]1N[C@H]1COC=S
- Net charge: 0
- 2S+1: 1
- Relative energy (zero: lowest compared OMol25 entry of this formula, charge and spin): 122.2 kcal/mol

natural (NBO) atomic charge list, values in e, 4 entries:
1 C -0.64
2 C -0.07
3 N -0.62
4 C -0.15

4.
DFT (the ωB97M-V functional and the def2-TZVPD basis) results for the molecule C5H9NOS at a distorted geometry.

Positions of all 17 atoms, in Å:
C (1.126, -1.503, -0.484)
C (0.299, -0.353, 0.049)
C (-1.165, -0.696, 0.324)
O (-1.861, 0.313, 1.022)
C (0.929, 0.764, 0.833)
N (0.556, 0.940, -0.535)
C (-0.270, 1.843, -1.113)
S (-1.340, 1.539, -2.313)
H (2.117, -1.145, -0.709)
H (1.226, -2.301, 0.282)
H (0.717, -1.907, -1.394)
H (-1.203, -1.656, 0.858)
H (-1.648, -0.851, -0.639)
H (-1.697, 0.184, 1.940)
H (0.293, 1.253, 1.589)
H (2.015, 0.705, 1.042)
H (-0.095, 2.871, -0.752)

## Properties
- Structure (SMILES): C[C@@]1(CO)CN1C=S
- Net charge: 0
- 2S+1: 1
- Relative energy (zero: lowest compared OMol25 entry of this formula, charge and spin): 49.3 kcal/mol

natural (NBO) atomic charge list, values in e, 4 entries:
1 C -0.61
2 C 0.09
3 C -0.09
4 O -0.70

5.
DFT (the ωB97M-V functional and the def2-TZVPD basis) results for the molecule C5H9NS2 at a distorted geometry.

Positions of all 17 atoms, in Å:
C (-1.582, -1.686, 0.146)
C (-0.227, -1.177, -0.385)
C (0.100, 0.068, -0.698)
C (-0.832, 1.297, -0.508)
N (-0.396, 2.131, 0.621)
S (1.731, 0.403, -1.196)
C (2.711, -0.120, 0.208)
S (4.300, -0.148, 0.093)
H (-2.247, -0.870, 0.485)
H (-2.153, -2.243, -0.567)
H (-1.413, -2.318, 1.028)
H (0.503, -1.978, -0.569)
H (-0.841, 1.957, -1.376)
H (-1.854, 0.948, -0.363)
H (0.558, 2.487, 0.458)
H (-0.459, 1.662, 1.502)
H (2.101, -0.413, 1.121)

## Properties
- Structure (SMILES): C/C=C(\CN)SC=S
- Net charge: 0
- 2S+1: 1
- Relative energy (zero: lowest compared OMol25 entry of this formula, charge and spin): 33.2 kcal/mol

natural (NBO) atomic charge list, values in e, 4 entries:
1 C -0.65
2 C -0.16
3 C -0.23
4 C -0.25

6.
DFT (the ωB97M-V functional and the def2-TZVPD basis) results for the molecule C5H9NS2 at a distorted geometry.

Positions of all 17 atoms, in Å:
C (-1.753, 1.066, -0.502)
C (-1.619, -0.079, 0.564)
C (-0.672, -1.047, 0.121)
S (-1.223, -2.730, -0.279)
N (0.582, -0.863, -0.005)
C (1.652, -0.192, 0.424)
C (2.443, 0.828, -0.228)
S (3.651, -0.503, -0.186)
H (-2.605, 1.738, -0.159)
H (-2.090, 0.710, -1.391)
H (-0.859, 1.677, -0.585)
H (-2.576, -0.573, 0.769)
H (-1.157, 0.274, 1.584)
H (-0.092, -2.942, -0.862)
H (1.837, -0.245, 1.474)
H (2.096, 1.129, -1.158)
H (2.387, 1.753, 0.419)

## Properties
- Structure (SMILES): CC/C(S)=N\[C@@H]1CS1
- Net charge: 0
- 2S+1: 1
- Relative energy (zero: lowest compared OMol25 entry of this formula, charge and spin): 67.1 kcal/mol

natural (NBO) atomic charge list, values in e, 4 entries:
1 C -0.58
2 C -0.49
3 C 0.27
4 S 0.01

7.
DFT (the ωB97M-V functional and the def2-TZVPD basis) results for a cluster of 2 separate species, C5H9NSe in total at a distorted geometry.

Positions of all 16 atoms, in Å:
C (0.850, -1.625, -0.931)
C (-1.755, 0.736, 0.523)
C (2.062, 0.415, 1.185)
C (-1.728, -0.196, -0.606)
C (0.372, -0.356, -1.257)
N (1.056, -2.688, -0.554)
Se (1.512, 1.055, -0.686)
H (-1.213, 0.260, 1.221)
H (-1.348, 1.760, 0.377)
H (-2.866, 0.885, 0.788)
H (2.356, 1.394, 1.723)
H (1.218, -0.181, 1.563)
H (3.009, -0.024, 0.999)
H (-1.607, -1.383, -0.454)
H (-2.149, 0.159, -1.498)
H (0.232, -0.211, -2.393)

## Properties
- Net charge: 0
- 2S+1: 1
- Relative energy (zero: lowest compared OMol25 entry of this formula, charge and spin): 70.4 kcal/mol

natural (NBO) atomic charge list, values in e, 4 entries:
1 C 0.21
2 C -0.68
3 C -0.74
4 C -0.23

8.
DFT (the ωB97M-V functional and the def2-TZVPD basis) results for the molecule C5H9NSi at a distorted geometry.

Positions of all 16 atoms, in Å:
Si (2.650, 0.478, -0.251)
N (1.179, -0.066, 0.675)
C (-0.325, 0.431, 0.421)
C (-1.351, -0.345, 1.168)
C (-2.229, -0.834, 0.297)
C (-1.854, -0.442, -1.048)
C (-0.733, 0.294, -0.986)
H (2.313, 0.673, -1.634)
H (3.468, -0.592, 0.146)
H (3.099, 1.760, 0.389)
H (1.165, -1.120, 0.627)
H (-0.145, 1.365, 0.908)
H (-1.486, -0.457, 2.279)
H (-3.162, -1.364, 0.740)
H (-2.555, -0.490, -2.005)
H (-0.035, 0.708, -1.726)

## Properties
- Structure (SMILES): [SiH3]NC1C=CC=C1
- Net charge: 0
- 2S+1: 1
- Relative energy (zero: lowest compared OMol25 entry of this formula, charge and spin): 41.6 kcal/mol

natural (NBO) atomic charge list, values in e, 4 entries:
1 Si 1.08
2 N -1.03
3 C -0.15
4 C -0.19

9.
DFT (the ωB97M-V functional and the def2-TZVPD basis) results for a structure of composition C5H9NiO5 at a distorted geometry.

Positions of all 20 atoms, in Å:
C (-0.746, 2.310, 1.981)
C (0.080, 1.628, 0.920)
O (-0.164, 0.210, 0.852)
Ni (-1.281, -0.666, 2.171)
H (-0.511, 3.382, 1.980)
H (-1.822, 2.214, 1.772)
H (-0.512, 1.937, 2.990)
H (1.153, 1.773, 1.115)
H (-0.135, 2.064, -0.067)
C (0.461, -0.486, -0.396)
C (-0.212, -1.835, -0.611)
O (0.356, -2.543, -1.683)
C (0.143, -2.020, -2.959)
O (-0.291, -0.846, -2.977)
O (0.627, -2.695, -3.871)
O (1.763, -0.683, 0.005)
H (0.271, 0.293, -1.143)
H (-1.286, -1.661, -0.765)
H (-0.018, -2.487, 0.256)
H (2.123, 0.110, 0.430)

## Properties
- Net charge: 0
- 2S+1: 4

natural (NBO) atomic charge list, values in e, 4 entries:
1 C -0.64
2 C -0.06
3 O -0.69
4 Ni 0.00

10.
DFT (the ωB97M-V functional and the def2-TZVPD basis) results for a cluster of 2 separate species, C5H9O in total at a distorted geometry.

Positions of all 15 atoms, in Å:
C (0.261, -0.157, 1.463)
O (-0.658, 0.319, 4.668)
C (-0.014, 0.093, -0.011)
C (0.955, -0.404, -1.070)
C (0.381, -0.641, -2.342)
C (-0.471, 0.169, -3.081)
H (0.108, -1.200, 1.717)
H (-0.155, 0.667, 5.417)
H (0.698, 0.898, -0.411)
H (-0.469, 0.331, 2.135)
H (-1.043, 0.218, -0.373)
H (1.246, 0.235, 1.676)
H (0.679, -1.536, -2.912)
H (-0.631, 1.222, -2.869)
H (-0.888, -0.215, -4.006)

## Properties
- Net charge: -2
- 2S+1: 2
- Relative energy (zero: lowest compared OMol25 entry of this formula, charge and spin): 50.2 kcal/mol

natural (NBO) atomic charge list, values in e, 4 entries:
1 C -0.62
2 O -1.37
3 C -0.50
4 C -0.39

11.
DFT (the ωB97M-V functional and the def2-TZVPD basis) results for a cluster of 2 separate species, C5H9O in total at a distorted geometry.

Positions of all 15 atoms, in Å:
C (-1.290, 0.361, 0.066)
C (-0.626, -1.121, -0.068)
C (-0.167, 1.370, -0.201)
C (1.689, -0.046, 0.567)
C (0.860, -0.780, -0.399)
O (1.027, 0.720, -0.518)
H (-2.085, 0.355, -0.701)
H (-1.635, 0.554, 1.144)
H (-0.772, -1.798, 0.780)
H (-1.167, -1.685, -0.916)
H (-0.308, 2.082, -1.142)
H (-0.051, 2.123, 0.729)
H (1.248, 0.195, 1.585)
H (2.757, 0.018, 0.620)
H (1.882, -1.732, -1.838)

## Properties
- Net charge: +1
- 2S+1: 1
- Relative energy (zero: lowest compared OMol25 entry of this formula, charge and spin): 120.5 kcal/mol

natural (NBO) atomic charge list, values in e, 4 entries:
1 C -0.45
2 C -0.50
3 C -0.12
4 C -0.14

12.
DFT (the ωB97M-V functional and the def2-TZVPD basis) results for the ion C5H9O with charge +1 at a distorted geometry.

Positions of all 15 atoms, in Å:
C (1.270, -0.235, 0.193)
C (0.645, 1.107, -0.327)
C (0.279, -1.362, -0.218)
C (-1.456, 0.085, 0.604)
C (-0.808, 0.714, -0.580)
O (-0.994, -0.643, -0.577)
H (2.388, -0.444, 0.169)
H (1.220, 0.068, 1.373)
H (0.813, 1.911, 0.414)
H (1.088, 1.488, -1.226)
H (0.474, -1.756, -1.217)
H (0.031, -2.121, 0.480)
H (-0.972, -0.078, 1.600)
H (-2.506, 0.073, 0.594)
H (-1.471, 1.194, -1.281)

## Properties
- Net charge: +1
- 2S+1: 1
- Relative energy (zero: lowest compared OMol25 entry of this formula, charge and spin): 34.1 kcal/mol

natural (NBO) atomic charge list, values in e, 4 entries:
1 C -0.48
2 C -0.44
3 C -0.07
4 C -0.10

13.
DFT (the ωB97M-V functional and the def2-TZVPD basis) results for a cluster of 2 separate species, C5H9O2S in total at a distorted geometry.

Positions of all 17 atoms, in Å:
C (0.924, 0.304, -1.759)
C (1.115, 1.319, -0.627)
C (0.646, -0.215, -0.358)
C (-1.144, -0.698, 1.616)
C (-0.690, -0.342, 0.107)
O (-0.146, -3.921, 0.028)
O (-2.548, -3.306, 0.435)
S (-1.342, -3.255, -0.459)
H (0.043, 0.602, -2.371)
H (1.756, 0.274, -2.389)
H (2.147, 1.559, -0.395)
H (0.404, 2.130, -0.578)
H (1.275, -0.863, 0.226)
H (-2.153, -1.210, 1.540)
H (-1.106, 0.133, 2.315)
H (-0.475, -1.542, 1.985)
H (-1.372, 0.439, -0.309)

## Properties
- Net charge: -1
- 2S+1: 1
- Relative energy (zero: lowest compared OMol25 entry of this formula, charge and spin): 93.7 kcal/mol

natural (NBO) atomic charge list, values in e, 4 entries:
1 C -0.42
2 C -0.46
3 C -0.27
4 C -0.68

14.
DFT (the ωB97M-V functional and the def2-TZVPD basis) results for a cluster of 2 separate species, C5H9O2S in total at a distorted geometry.

Positions of all 17 atoms, in Å:
C (-1.139, -1.708, -1.602)
C (-0.651, -2.007, -0.455)
C (-0.046, 2.111, 1.038)
C (-0.437, 0.794, 0.412)
C (0.396, -0.366, 0.728)
O (1.790, -0.671, -1.581)
O (2.678, 0.528, 0.524)
S (2.077, -0.687, -0.110)
H (-1.394, -2.543, -2.208)
H (-1.077, -0.665, -2.057)
H (-0.523, -2.894, 0.131)
H (-0.613, 2.824, 0.492)
H (-0.182, 2.149, 2.102)
H (0.976, 2.321, 0.918)
H (-1.513, 0.867, 0.771)
H (-0.416, 0.768, -0.729)
H (0.075, -0.823, 1.626)

## Properties
- Net charge: -1
- 2S+1: 1
- Relative energy (zero: lowest compared OMol25 entry of this formula, charge and spin): 121.8 kcal/mol

natural (NBO) atomic charge list, values in e, 4 entries:
1 C -0.50
2 C -0.18
3 C -0.60
4 C -0.49

| no. | energy (eV) |
| --- | --- |
| 1 | -19701.860 |
| 2 | -19700.897 |
| 3 | -19699.006 |
| 4 | -19702.165 |
| 5 | -28490.198 |
| 6 | -28488.726 |
| 7 | -72163.576 |
| 8 | -14696.110 |
| 9 | -56605.358 |
| 10 | -7370.527 |
| 11 | -7364.617 |
| 12 | -7368.362 |
| 13 | -20258.712 |
| 14 | -20257.494 |